Entry from the OMol25 dataset: a structure of composition C46H50Br2N5OSr (ωB97M-V/def2-TZVPD).

Each line ends with the Mulliken charge.
CARTESIAN COORDINATES (ANGSTROEM)
Sr  0.09  0.73  -0.77  2.58
C  -2.55  -3.74  -4.64  -1.18
C  -2.42  -4.21  -3.19  -0.99
C  -2.29  -3.08  -2.22  0.30
C  -3.25  -2.56  -1.41  0.54
C  -4.65  -3.05  -1.21  -1.17
C  -4.76  -4.04  -0.05  -1.06
C  -2.61  -1.48  -0.67  -0.13
C  -3.20  -0.80  0.40  -0.48
C  -2.59  0.01  1.36  -0.36
C  -3.24  0.48  2.57  0.70
C  -4.67  0.24  2.94  -1.15
C  -4.90  -1.14  3.56  -0.87
C  -2.27  1.11  3.31  0.60
C  -1.04  1.01  2.53  -0.52
C  0.21  1.42  2.99  -0.24
C  1.46  1.18  2.41  -0.30
N  1.66  0.64  1.19  0.08
C  2.99  0.37  1.08  -0.13
C  3.59  -0.35  0.05  -0.54
C  2.97  -1.10  -0.96  -0.04
N  1.63  -1.21  -1.13  -0.53
C  1.43  -2.12  -2.11  -0.28
C  0.18  -2.61  -2.51  -0.42
C  -1.08  -2.31  -1.97  -0.21
N  -1.32  -1.33  -1.07  -0.01
C  2.71  -2.60  -2.62  0.74
C  3.67  -1.96  -1.91  0.51
C  5.15  -2.05  -2.06  -1.07
C  5.73  -0.87  -2.84  -1.16
C  2.89  -3.63  -3.69  -1.11
C  2.79  -5.06  -3.15  -1.13
C  3.69  0.84  2.27  0.34
C  2.73  1.34  3.10  0.36
C  2.92  1.94  4.46  -0.98
C  2.84  3.47  4.45  -1.16
C  5.15  0.69  2.54  -1.07
C  5.51  -0.69  3.10  -1.10
N  -1.28  0.38  1.35  -0.02
C  -2.39  1.71  4.67  -1.10
C  -1.95  0.76  5.78  -1.12
H  -2.63  -4.58  -5.33  0.38
H  -3.44  -3.12  -4.76  0.31
H  -1.69  -3.13  -4.93  0.28
H  -3.29  -4.82  -2.92  0.41
H  -1.55  -4.88  -3.10  0.37
H  -5.31  -2.20  -1.03  0.44
H  -5.00  -3.52  -2.13  0.45
H  -4.41  -3.59  0.88  0.19
H  -5.79  -4.37  0.10  0.34
H  -4.14  -4.92  -0.24  0.32
H  -4.25  -1.02  0.57  0.24
H  -4.99  1.01  3.65  0.51
H  -5.30  0.35  2.06  0.34
H  -4.32  -1.26  4.47  0.21
H  -5.95  -1.31  3.80  0.39
H  -4.58  -1.93  2.87  0.04
H  0.23  1.89  3.97  0.29
H  4.67  -0.42  0.09  0.21
H  0.20  -3.39  -3.26  0.27
H  5.63  -2.11  -1.08  0.39
H  5.41  -2.98  -2.57  0.42
H  5.49  0.08  -2.34  0.28
H  6.81  -0.94  -2.93  0.38
H  5.30  -0.82  -3.84  0.31
H  2.14  -3.49  -4.47  0.43
H  3.86  -3.49  -4.17  0.46
H  1.83  -5.23  -2.66  0.28
H  2.91  -5.80  -3.94  0.36
H  3.57  -5.24  -2.40  0.31
H  2.16  1.55  5.15  0.35
H  3.88  1.63  4.87  0.41
H  1.88  3.81  4.05  0.27
H  2.96  3.89  5.45  0.37
H  3.62  3.89  3.81  0.31
H  5.72  0.87  1.62  0.42
H  5.48  1.46  3.24  0.46
H  5.20  -1.47  2.41  0.27
H  6.58  -0.79  3.27  0.36
H  4.99  -0.86  4.04  0.31
H  -1.79  2.63  4.72  0.35
H  -3.43  2.02  4.84  0.52
H  -0.92  0.43  5.63  0.24
H  -2.02  1.23  6.77  0.40
H  -2.57  -0.14  5.79  0.23
C  -2.66  3.33  0.53  -0.32
C  -2.11  3.99  -0.70  0.37
C  -2.62  5.24  -1.11  -0.86
C  -2.13  5.84  -2.23  -0.90
C  -1.11  5.21  -2.97  1.34
C  -0.53  5.75  -4.14  -0.10
Br  -1.11  7.43  -4.82  -0.29
C  0.46  5.07  -4.81  -0.43
C  0.91  3.83  -4.34  -0.33
Br  2.27  2.95  -5.31  -0.22
C  0.40  3.21  -3.19  0.26
O  0.80  2.09  -2.75  -0.53
C  -0.65  3.95  -2.49  -0.37
N  -1.16  3.37  -1.37  -0.04
H  -3.43  3.94  1.00  0.37
H  -1.87  3.14  1.26  -0.07
H  -3.10  2.36  0.28  0.01
H  -3.40  5.71  -0.53  0.39
H  -2.50  6.80  -2.55  0.35
H  0.89  5.49  -5.70  0.39

Summary:
2S+1: 1
frontier orbital gap: 5.78 eV
net charge: -1
HOMO energy: -3.91 eV
LUMO: 1.87 eV
calculated total energy: -198940.1502 eV

---

Entry from the OMol25 dataset: a structure of composition C55H51AsF2N2O7W (ωB97M-V/def2-TZVPD).

Each line ends with the Mulliken charge.
CARTESIAN COORDINATES (ANGSTROEM)
W  -1.25  -0.23  -0.25  1.10
C  -3.11  -2.26  2.58  -1.33
O  -2.02  -2.55  1.73  0.71
C  -2.05  -3.91  1.30  -0.64
C  -0.68  -4.53  1.20  -0.51
O  0.02  -4.05  0.07  0.15
C  1.01  -4.97  -0.37  -1.04
H  -3.07  -2.87  3.49  0.49
H  -4.07  -2.44  2.09  0.48
H  -3.05  -1.20  2.85  0.16
H  -2.57  -3.99  0.33  -0.10
H  -2.62  -4.50  2.03  0.67
H  -0.82  -5.61  1.12  0.63
H  -0.11  -4.33  2.12  -0.01
H  0.57  -5.94  -0.62  0.39
H  1.79  -5.12  0.39  0.38
H  1.46  -4.55  -1.27  0.21
F  -0.69  4.41  2.67  -0.35
C  -1.53  3.44  2.29  0.02
C  -1.05  2.43  1.48  1.12
C  -1.90  1.42  1.04  -0.13
C  -3.24  1.45  1.45  0.66
C  -3.66  2.47  2.30  0.54
F  -4.93  2.51  2.74  -0.35
C  -2.83  3.48  2.73  -1.10
C  -4.11  0.40  0.92  0.14
C  -5.49  0.34  1.08  -0.92
C  -6.22  -0.68  0.48  -0.85
C  -5.54  -1.63  -0.27  -1.11
C  -4.18  -1.52  -0.39  -0.34
N  -3.46  -0.54  0.19  0.58
H  -0.01  2.46  1.20  -0.77
H  -3.20  4.27  3.37  0.56
H  -6.00  1.09  1.66  0.72
H  -7.29  -0.72  0.59  0.50
H  -6.06  -2.44  -0.76  0.58
H  -3.61  -2.24  -0.95  0.15
C  2.84  0.59  -1.67  -1.08
C  0.35  1.01  -1.99  1.22
O  0.16  1.22  -0.63  -0.03
C  -0.60  1.81  -2.85  0.82
C  -0.27  2.64  -3.93  -0.64
C  -1.27  3.30  -4.63  -1.10
C  -2.60  3.14  -4.26  -0.97
C  -2.94  2.30  -3.22  -0.69
C  -1.94  1.62  -2.54  -0.39
O  -2.26  0.71  -1.61  0.50
H  2.74  0.69  -0.60  0.35
H  3.82  0.92  -2.00  0.51
H  2.67  -0.44  -1.97  0.31
H  0.75  2.78  -4.24  0.59
H  -1.00  3.95  -5.45  0.50
H  -3.37  3.67  -4.80  0.45
H  -3.97  2.12  -2.95  0.63
O  0.08  -0.76  1.01  1.04
As  1.23  -0.78  2.28  2.23
C  1.53  0.99  2.91  0.46
C  0.98  1.42  4.12  -0.54
C  1.23  2.71  4.56  -0.91
C  2.02  3.56  3.79  -0.83
C  2.58  3.12  2.60  -0.81
C  2.33  1.84  2.15  -0.23
C  2.81  -1.41  1.44  0.01
C  2.68  -2.27  0.35  0.43
C  3.82  -2.76  -0.27  -0.45
C  5.08  -2.40  0.21  -0.84
C  5.20  -1.55  1.31  -0.92
C  4.06  -1.06  1.93  -0.59
C  0.68  -1.95  3.66  0.64
C  1.50  -3.03  3.97  -0.69
C  1.13  -3.87  5.01  -0.90
C  -0.03  -3.62  5.73  -0.81
C  -0.84  -2.53  5.41  -1.39
C  -0.48  -1.69  4.38  -0.06
H  0.38  0.75  4.73  0.51
H  0.81  3.05  5.49  0.49
H  2.21  4.57  4.14  0.44
H  3.20  3.78  2.01  0.55
H  2.77  1.49  1.23  0.04
H  1.69  -2.56  0.01  -0.61
H  3.73  -3.43  -1.11  0.50
H  5.96  -2.78  -0.27  0.47
H  6.18  -1.29  1.68  0.46
H  4.16  -0.40  2.78  0.55
H  2.40  -3.22  3.41  0.45
H  1.75  -4.72  5.26  0.46
H  -0.31  -4.28  6.54  0.44
H  -1.74  -2.34  5.98  0.52
H  -1.11  -0.84  4.12  0.64
C  4.10  3.16  -5.17  -1.00
O  3.31  2.63  -4.10  -0.33
C  2.98  3.46  -3.07  0.69
C  3.37  4.78  -2.95  -0.59
C  2.94  5.52  -1.85  -0.97
C  2.12  4.95  -0.89  -1.45
C  1.73  3.62  -1.01  -0.16
C  2.15  2.89  -2.10  -0.10
N  1.82  1.47  -2.32  0.79
C  0.07  -0.45  -2.04  -1.55
C  -0.66  -1.20  -3.09  0.57
C  -0.57  -1.14  -4.47  -0.32
C  -1.37  -1.99  -5.23  -1.19
C  -2.23  -2.88  -4.61  -1.01
C  -2.33  -2.94  -3.23  -0.79
C  -1.56  -2.07  -2.49  0.65
O  -1.64  -1.93  -1.13  -0.35
H  3.58  3.99  -5.65  0.41
H  4.24  2.35  -5.87  0.29
H  5.07  3.49  -4.80  0.36
H  4.00  5.24  -3.70  0.50
H  3.24  6.55  -1.76  0.43
H  1.78  5.53  -0.05  0.57
H  1.07  3.17  -0.28  0.42
H  1.94  1.34  -3.33  0.97
H  0.73  -1.06  -1.41  -0.01
H  0.11  -0.45  -4.95  0.53
H  -1.32  -1.95  -6.31  0.47
H  -2.84  -3.54  -5.22  0.47
H  -3.01  -3.63  -2.74  0.57

Summary:
2S+1: 1
frontier orbital gap (alpha / beta): 6.81 / 6.81 eV
net charge: +2
HOMO energy (alpha / beta): -12.40 / -12.40 eV
LUMO (alpha / beta): -5.58 / -5.58 eV
calculated total energy: -143261.7447 eV